This record from the OMol25 dataset describes C24H41BBr18ClN3OS as an isolated structure. The level of theory is wB97M-V/def2-TZVPD.

Computed properties:
Kohn-Sham gap = 8.44 eV
Maximum force = 1.1 eV/Å
E_tot = -48394.20360 hartree

Geometry as XYZ:
```
90
Properties=species:S:1:pos:R:3:forces:R:3
N 5.7611 5.3983 0.6501 -0.886 -0.259 -0.212
B 4.8424 5.6658 -0.4548 0.329 0.093 0.851
O 5.3945 5.9178 -1.6715 -0.129 -0.552 -0.290
C 3.2751 5.6269 -0.1979 -0.073 0.373 -0.249
C 2.4756 4.8000 -0.9397 0.593 0.285 0.111
C 1.0889 4.7240 -0.6794 0.339 -0.690 -0.781
N 0.2373 3.9327 -1.3592 -0.410 0.400 0.193
S -1.1888 4.1917 -0.6905 0.080 0.264 -0.124
N -0.8366 5.2527 0.4524 -0.052 0.140 -0.094
C 0.4814 5.4797 0.3413 0.399 0.063 0.019
C 1.3053 6.3537 1.0903 -0.473 0.109 0.137
C 2.6323 6.4009 0.8141 -0.201 0.173 0.365
Cl 3.5839 7.4792 1.8209 0.042 -0.038 -0.161
H 6.0604 4.4280 0.5740 0.559 0.184 -0.079
H 5.2297 5.4340 1.5134 0.198 -0.027 0.161
H 4.7590 5.8547 -2.3911 -0.037 0.253 -0.033
H 2.9454 4.1934 -1.7001 -0.291 -0.188 -0.171
H 0.8516 6.9579 1.8589 0.084 0.111 0.118
Br -0.7377 6.1312 6.1494 0.032 -0.069 0.008
C 1.2004 6.1221 6.3216 -0.180 0.182 0.043
C 1.8770 6.2885 4.9878 0.197 -0.191 -0.074
Br 1.8210 4.6490 3.9451 -0.042 -0.096 0.087
H 1.4679 5.1932 6.8140 0.033 -0.019 -0.038
H 1.4354 6.9601 6.9742 0.029 0.014 -0.030
H 2.9340 6.5089 5.1202 -0.010 0.025 0.033
H 1.4225 7.0640 4.3796 -0.021 0.028 0.039
Br -2.7398 1.6017 0.1253 -0.169 -0.475 0.123
C -2.6455 0.2384 1.5108 0.064 0.406 0.200
C -1.8838 0.7416 2.7077 0.183 -0.141 0.001
Br 0.0351 0.7687 2.3712 0.004 0.098 0.020
H -2.1933 -0.6392 1.0601 0.000 -0.048 0.009
H -3.6765 0.0154 1.7766 0.685 0.286 0.119
H -2.0208 0.0731 3.5547 -0.025 -0.049 -0.028
H -2.1656 1.7503 2.9925 -0.021 0.013 -0.035
Br 5.4400 2.2023 -1.3460 0.038 0.029 -0.007
C 4.6316 0.4309 -1.2632 0.158 0.085 -0.164
C 3.2698 0.4228 -1.9008 -0.218 -0.057 0.227
Br 1.9603 1.2978 -0.7554 0.102 -0.284 -0.075
H 4.6043 0.1572 -0.2133 -0.013 0.009 -0.006
H 5.3128 -0.2321 -1.7907 -0.017 0.048 -0.016
H 2.9154 -0.5986 -2.0396 0.036 -0.016 0.030
H 3.2474 0.9441 -2.8523 0.069 -0.011 -0.022
Br 4.9819 -3.0566 -0.7261 -0.050 -0.025 -0.032
C 3.7291 -2.5256 0.6694 0.219 -0.040 0.038
C 2.7321 -3.6072 0.9681 -0.356 0.018 -0.007
Br 1.3685 -3.7024 -0.4170 0.115 -0.073 0.044
H 3.2560 -1.6064 0.3353 -0.092 -0.021 0.040
H 4.3414 -2.3217 1.5439 -0.021 -0.007 0.052
H 2.1965 -3.3747 1.8883 0.134 -0.116 -0.278
H 3.1792 -4.5932 1.0450 0.060 0.028 -0.013
Br 5.9052 -1.3556 3.8303 -0.051 0.034 -0.036
C 4.6002 -0.8317 5.1757 0.184 -0.057 -0.001
C 3.6052 -1.9277 5.4479 -0.221 0.039 -0.003
Br 2.2763 -2.0672 4.0305 0.076 0.161 0.297
H 4.1327 0.0814 4.8217 -0.049 -0.014 -0.002
H 5.1821 -0.6186 6.0695 -0.025 -0.025 0.022
H 3.0375 -1.7078 6.3493 0.021 0.038 0.003
H 4.0682 -2.9043 5.5419 0.059 0.020 -0.004
Br -0.0348 -1.9222 -3.2886 -0.035 0.086 -0.025
C -0.9469 -3.6173 -3.0189 0.207 0.067 -0.179
C -2.3288 -3.5936 -3.6096 -0.186 -0.089 0.158
Br -3.5442 -2.5547 -2.4979 0.096 0.098 -0.093
H -0.9540 -3.8010 -1.9495 -0.086 -0.020 0.014
H -0.3298 -4.3667 -3.5107 -0.034 -0.004 -0.030
H -2.7450 -4.5988 -3.6442 0.020 -0.010 0.042
H -2.3635 -3.1554 -4.6023 0.055 0.016 0.009
Br -5.4302 -1.1872 1.1709 -0.837 -0.555 -0.303
C -5.4455 -3.1098 0.8482 -0.255 0.085 0.048
C -5.4099 -3.8874 2.1345 0.117 -0.104 0.028
Br -3.6292 -3.8944 2.9221 -0.022 0.069 0.018
H -4.6021 -3.3239 0.1995 0.009 -0.034 0.004
H -6.3702 -3.2994 0.3032 0.140 -0.023 0.190
H -5.6455 -4.9326 1.9500 0.010 0.004 -0.064
H -6.0843 -3.4893 2.8859 -0.002 0.041 -0.019
Br -6.9908 -3.9415 -2.2254 -0.135 -0.103 -0.200
C -6.9780 -5.8491 -2.6006 -0.196 0.198 -0.030
C -6.9468 -6.6646 -1.3370 0.188 -0.173 -0.006
Br -5.1731 -6.6617 -0.5329 -0.036 0.066 0.045
H -6.1228 -6.0360 -3.2419 0.025 -0.039 0.033
H -7.8940 -6.0403 -3.1552 -0.009 -0.044 0.033
H -7.1653 -7.7086 -1.5503 0.000 0.009 -0.033
H -7.6361 -6.2977 -0.5836 -0.022 0.034 -0.030
Br -2.0892 -4.1071 -7.7721 -0.072 0.000 0.033
C -2.9753 -2.5976 -8.6254 0.190 -0.111 -0.089
C -2.5826 -1.2930 -7.9867 -0.180 0.139 0.097
Br -3.4721 -1.0426 -6.2777 0.054 -0.005 0.054
H -4.0419 -2.7873 -8.5692 -0.012 0.039 0.030
H -2.6557 -2.6261 -9.6648 0.021 0.025 0.009
H -2.8990 -0.4555 -8.6046 -0.014 -0.038 -0.041
H -1.5161 -1.2208 -7.7998 0.015 -0.048 -0.025
```
Positions in Å, forces in eV/Å.

Calculated atomic charges, method Mulliken, unit e: number 1, N, carries -0.673; number 2, B, carries 0.697; number 3, O, carries -0.576; number 4, C, carries 0.011; number 5, C, carries -0.268; number 6, C, carries 0.288; number 7, N, carries -0.520; number 8, S, carries 0.141; number 9, N, carries -0.697; number 10, C, carries 0.606; number 11, C, carries -1.105; number 12, C, carries 0.383; number 13, Cl, carries -0.192; number 14, H, carries 0.243; number 15, H, carries 0.230; number 16, H, carries 0.320; number 17, H, carries 0.454; number 18, H, carries 0.520; number 19, Br, carries -0.144; number 20, C, carries -0.596; number 21, C, carries -0.553; number 22, Br, carries -0.084; number 23, H, carries 0.363; number 24, H, carries 0.373; number 25, H, carries 0.360; number 26, H, carries 0.298; number 27, Br, carries -0.037; number 28, C, carries -0.102; number 29, C, carries -0.712; number 30, Br, carries -0.117; number 31, H, carries 0.431; number 32, H, carries -0.220; number 33, H, carries 0.400; number 34, H, carries 0.407; number 35, Br, carries -0.208; number 36, C, carries -0.518; number 37, C, carries -0.707; number 38, Br, carries 0.074; number 39, H, carries 0.270; number 40, H, carries 0.418; number 41, H, carries 0.265; number 42, H, carries 0.487; number 43, Br, carries -0.140; number 44, C, carries 0.141; number 45, C, carries -0.130; number 46, Br, carries -0.114; number 47, H, carries 0.066; number 48, H, carries -0.105; number 49, H, carries -0.087; number 50, H, carries 0.438; number 51, Br, carries -0.153; number 52, C, carries -0.567; number 53, C, carries -0.608; number 54, Br, carries -0.093; number 55, H, carries 0.363; number 56, H, carries 0.346; number 57, H, carries 0.351; number 58, H, carries 0.367; number 59, Br, carries -0.088; number 60, C, carries -0.781; number 61, C, carries -0.104; number 62, Br, carries -0.073; number 63, H, carries 0.278; number 64, H, carries 0.417; number 65, H, carries 0.332; number 66, H, carries -0.043; number 67, Br, carries -0.131; number 68, C, carries -0.233; number 69, C, carries -0.547; number 70, Br, carries -0.164; number 71, H, carries 0.297; number 72, H, carries 0.017; number 73, H, carries 0.286; number 74, H, carries 0.431; number 75, Br, carries -0.112; number 76, C, carries -0.528; number 77, C, carries -0.617; number 78, Br, carries -0.147; number 79, H, carries 0.353; number 80, H, carries 0.346; number 81, H, carries 0.371; number 82, H, carries 0.364; number 83, Br, carries -0.144; number 84, C, carries -0.559; number 85, C, carries -0.599; number 86, Br, carries -0.126; number 87, H, carries 0.364; number 88, H, carries 0.341; number 89, H, carries 0.354; number 90, H, carries 0.362